The following is a quantum chemistry calculation of C29H16Br3F6N4O5PtS3 as an isolated structure, from OMol25.

Values from the calculation:
Net charge: +1
E_HOMO (eV): -10.630
2S+1: 1
Orbital gap (eV): 6.97

Positions of all 67 atoms, in Å:
F 6.080 0.922 1.464
C -4.053 0.885 -1.579
C 0.495 2.004 -2.374
C -3.961 1.652 0.673
F 2.521 -3.514 -0.138
Br -1.527 -2.067 4.355
S 4.410 0.481 -0.491
Br -4.737 2.412 2.199
C -0.658 -0.439 4.000
C -0.533 -3.911 -1.908
H -2.039 1.433 1.603
C -4.692 1.449 -0.486
H 0.256 2.823 -1.709
H -4.583 0.715 -2.505
S 2.723 -1.123 0.897
N 0.494 1.437 1.134
N -0.496 -1.680 -1.303
H 2.338 4.182 1.508
H 1.535 1.526 -5.571
H -1.712 -6.687 -0.438
Pt -0.157 -0.037 -0.151
H 1.495 2.628 -0.205
C 0.428 1.552 4.819
O 4.518 0.281 -1.898
F 6.907 -0.235 -0.174
C 0.918 2.297 -3.668
C -1.819 -4.703 0.384
H -1.772 -2.641 0.998
N 4.097 -0.895 0.284
C 0.365 0.687 -1.975
F 3.792 -3.391 1.618
H -0.558 -5.983 -2.507
C -0.874 -2.969 -0.935
C -2.725 0.534 -1.485
C 1.727 3.345 1.812
O 2.450 -0.602 2.196
O 1.663 -0.847 -0.142
S 0.273 -3.138 -3.242
F 1.637 -3.272 1.826
N -2.032 0.731 -0.351
C -0.422 -0.093 2.690
Br 0.997 2.607 6.278
C 1.238 2.483 0.831
C 0.706 1.961 3.492
H 1.144 -0.833 -4.931
O -0.777 -0.836 1.659
C -1.529 -3.363 0.231
C 2.679 -2.959 1.062
C 0.553 -0.326 -2.925
C -0.237 0.384 5.061
H -5.736 1.727 -0.531
F 6.573 1.895 -0.412
C 0.124 -1.628 -2.467
H -0.432 0.073 6.078
C 6.115 0.778 0.142
C 1.191 1.283 -4.575
H -2.320 -5.035 1.283
H 1.031 3.331 -3.966
C 0.986 -0.036 -4.214
C 0.247 1.132 2.450
H 1.826 3.756 3.904
C -0.828 -5.259 -1.750
O 3.594 1.558 0.007
H -2.186 0.099 -2.313
C -1.473 -5.643 -0.593
C -2.631 1.282 0.713
C 1.450 3.101 3.130



The following is a quantum chemistry calculation of C29H17BrCuIN5OTe as an isolated structure, from OMol25.

Values from the calculation:
Net charge: -2
E_HOMO (spin up / spin down) (eV): -0.423 / -1.006
2S+1: 2
Orbital gap (spin up / spin down) (eV): 4.18 / 4.77

Positions of all 56 atoms, in Å:
H -0.141 -5.263 1.303
N 3.930 5.718 0.866
H -1.465 3.040 -0.798
C -0.202 4.729 -0.275
C -1.266 -2.900 -1.047
C -0.058 1.705 2.578
C -0.529 -7.697 -1.667
C 0.508 -0.479 2.846
O 2.334 0.490 -0.326
H 0.388 -7.658 1.598
H -0.215 2.928 4.327
H 0.110 7.113 4.898
C 3.452 4.456 0.517
C 2.176 4.449 4.531
C 2.697 1.705 -0.113
C -0.242 -5.950 0.473
C 2.801 4.799 3.351
N 0.195 0.510 2.033
H 0.860 -1.202 4.837
C 1.209 5.273 5.090
C -0.095 -8.177 -0.429
C 0.318 0.887 4.779
C 1.507 6.841 3.304
C -0.816 -6.359 -1.831
H 1.309 6.131 0.307
C 0.192 -9.570 -0.257
H -0.297 2.500 1.885
C -0.016 1.939 3.940
C 4.374 3.425 0.375
H -0.636 -8.385 -2.496
C 0.049 -7.289 0.639
H 5.416 3.674 0.553
C 2.090 4.134 0.206
H 2.437 3.514 5.014
H 1.258 7.781 2.823
N 3.146 6.516 1.607
Br 0.323 4.745 6.705
C 1.062 5.099 0.098
C 4.025 2.104 0.094
Cu 0.252 0.300 -0.219
C -0.992 -4.079 -0.930
N 0.417 -10.691 -0.118
C 1.732 2.791 -0.112
C 0.871 6.472 4.468
H 4.791 1.338 0.049
C 2.508 6.031 2.686
C -0.683 -5.452 -0.765
H 0.373 1.038 5.850
H -1.148 -5.984 -2.789
H 3.545 4.133 2.938
C 0.589 -0.353 4.227
C -0.467 3.372 -0.529
Te -1.739 -0.930 -1.266
N 0.459 2.448 -0.450
I 0.893 -2.326 1.941
H -0.996 5.459 -0.371



The following is a quantum chemistry calculation of C29H17ClN5O6SeYb as an isolated structure, from OMol25.

Values from the calculation:
E_HOMO (spin up / spin down) (eV): -7.097 / -7.093
2S+1: 2
Orbital gap (spin up / spin down) (eV): 5.83 / 5.83

Positions of all 60 atoms, in Å:
C 1.631 0.057 2.319
H 1.983 2.996 -0.290
O 1.843 -0.246 3.473
C -1.197 3.290 -0.989
H 3.275 -4.263 -0.769
C 4.420 -0.430 -0.870
C 1.698 -3.703 2.173
C 1.098 4.785 -1.140
C 0.524 -2.615 0.361
H -2.527 6.048 -2.498
C 2.714 -0.164 1.266
C -2.379 2.505 -0.895
C 2.556 -3.903 -0.044
N 1.568 -2.924 -1.919
C -3.601 4.271 -2.014
C -0.062 5.323 -1.608
C -4.887 -0.946 0.993
C 0.647 -2.936 1.728
C 4.802 -0.867 0.399
C 1.071 3.474 -0.629
C -1.261 4.574 -1.555
N -0.472 -1.861 -0.192
O 1.230 0.725 -2.159
C 2.666 -4.203 1.289
N 2.343 0.216 0.047
C 2.519 0.585 -2.293
Se 0.492 -1.972 -2.901
H -2.137 -3.657 1.172
Cl -6.894 -2.686 1.485
C -5.227 -2.258 1.243
C -4.250 -3.244 1.287
H -4.157 1.429 0.423
C 3.947 -0.727 1.494
O 0.549 0.555 1.798
H 5.074 -0.525 -1.725
C -2.492 5.059 -2.059
C -3.549 -0.599 0.785
H 4.211 -1.057 2.491
H -0.082 6.319 -2.034
H 6.166 -1.718 1.418
N -0.022 2.758 -0.549
H 2.032 5.326 -1.174
H -5.660 -0.192 0.923
H -4.539 -4.272 1.465
H -4.538 4.618 -2.428
O 6.024 -1.430 0.510
H 3.480 -4.816 1.652
C -2.918 -2.910 1.123
C 1.507 -3.109 -0.557
N -2.264 1.207 -0.300
C -3.539 2.981 -1.438
H -0.066 -2.524 2.428
O -1.282 -1.194 0.875
Yb 0.093 0.335 -0.309
C -2.573 -1.585 0.907
H 1.776 -3.913 3.232
H -4.422 2.355 -1.460
C 3.158 0.096 -0.999
O 3.198 0.800 -3.270
C -3.299 0.763 0.306



The following is a quantum chemistry calculation of C29H18Cl3N6O7S2V as an isolated structure, from OMol25.

Values from the calculation:
E_HOMO (spin up / spin down) (eV): -8.218 / -8.259
2S+1: 3
Orbital gap (spin up / spin down) (eV): 7.31 / 7.48

Positions of all 66 atoms, in Å:
H -5.559 0.649 -2.747
C -5.166 0.888 -0.663
C 2.166 -0.596 1.279
C -2.993 1.086 -3.697
C 0.197 -1.985 -2.766
H 3.942 -4.367 -3.094
H 2.165 -5.100 -1.617
C -4.821 0.863 -1.986
N -1.105 -0.300 2.083
Cl -4.080 0.783 -5.010
C 0.410 -3.905 -1.329
C -3.487 1.107 -2.367
H 2.400 -2.517 0.362
C 1.402 -2.292 -3.361
H -0.378 -1.130 -3.094
H 1.788 -1.665 -4.157
C -1.671 1.293 -3.949
O -2.276 -3.552 -0.265
N 3.317 -3.747 -3.579
C 1.953 3.962 4.998
Cl 4.230 2.063 3.396
C -0.955 3.333 3.257
H 4.208 0.764 -1.713
H 3.357 2.327 0.022
H -1.301 1.269 -4.964
S -1.111 -2.870 2.196
H -0.606 0.149 4.105
N -2.926 1.367 -0.026
N 0.647 2.005 2.132
C 3.176 1.263 0.093
O -2.686 -1.837 -2.022
H 1.595 -0.956 2.127
O 3.057 4.004 5.470
H -0.001 -4.537 -0.553
O 0.945 4.670 5.490
N 1.939 1.665 2.141
H -4.416 1.161 1.356
C 3.642 0.385 -0.873
Cl 0.910 1.752 -3.260
N -1.503 -1.176 0.016
C 2.577 2.305 3.144
C -1.288 -1.377 1.293
C -4.179 1.144 0.299
H 3.772 -3.033 -4.121
V -1.163 1.476 1.125
C 1.655 3.096 3.819
O -1.272 4.150 4.099
C 1.618 -4.217 -1.927
C 0.458 2.854 3.127
C 2.625 -1.461 0.299
C 2.130 -3.414 -2.950
C 2.451 0.753 1.155
C -0.299 -2.787 -1.745
O -0.380 1.798 -0.548
C -0.715 -1.955 3.623
O -1.759 2.793 2.389
H -6.181 0.698 -0.345
S -1.840 -2.387 -0.999
H 3.725 -1.654 -1.525
C -2.565 1.353 -1.342
H 0.094 4.535 5.003
C 3.366 -0.971 -0.768
C -0.765 1.533 -2.893
H -0.514 -2.444 4.561
C -1.183 1.575 -1.588
C -0.772 -0.638 3.384



The following is a quantum chemistry calculation of C29H18Cl4CoN7O2S2 as an isolated structure, from OMol25.

Values from the calculation:
Net charge: -1
E_HOMO (spin up / spin down) (eV): -2.271 / -4.091
2S+1: 4
Orbital gap (spin up / spin down) (eV): 4.37 / 5.40

Positions of all 63 atoms, in Å:
H -4.050 2.036 3.666
C 3.247 -3.806 -2.759
C 1.259 0.817 4.699
N 1.451 0.955 0.030
S -2.164 -1.142 1.519
H 0.653 0.303 -4.674
N -0.605 -2.359 -0.334
H 5.198 1.409 -0.797
O 0.764 -0.140 2.585
N -2.601 -3.375 0.121
C 2.064 -3.713 -0.253
C -0.235 0.614 -2.761
Cl -0.955 4.525 3.267
H -3.176 -3.579 0.923
H 3.789 3.365 -0.003
C 2.658 -4.881 -0.697
C -0.023 2.025 2.930
Cl 1.828 1.883 7.099
H 2.661 -5.758 -0.059
C 2.045 2.140 0.165
S -5.840 1.946 1.980
H -3.551 1.158 -4.801
N -3.576 1.367 -1.924
Cl 0.309 4.419 6.151
Co -0.317 0.339 0.793
H 1.587 -3.668 0.717
C -0.261 0.530 -4.140
H 3.720 -5.849 -2.296
H -2.143 -4.187 -0.272
Cl 2.088 -0.608 5.180
C 2.652 -2.633 -2.311
C 3.567 0.054 -0.725
C -1.441 0.722 -4.870
C -2.636 1.012 -4.242
H -5.854 1.606 -0.433
H 2.637 -1.753 -2.944
C -1.698 -2.336 0.359
C -0.111 3.133 3.828
H -1.413 0.644 -5.950
H 4.153 -0.796 -1.048
C 3.255 -4.933 -1.951
C -3.834 1.564 0.488
C -5.197 1.689 0.418
C 2.189 -0.119 -0.434
C -2.992 1.315 -0.682
C -1.435 0.902 -2.109
H 0.671 0.457 -2.205
O -0.523 2.042 1.778
H 3.698 -3.837 -3.744
C 1.459 -1.320 -0.540
N -3.314 1.696 1.744
N -1.711 1.036 -0.750
H -4.545 1.534 -2.120
H 1.403 2.934 0.534
C 2.060 -2.570 -1.054
C 4.144 1.282 -0.580
C -4.243 1.906 2.610
C 0.690 0.817 3.375
N 0.197 -1.270 -0.106
C 0.444 3.074 5.079
C 3.369 2.378 -0.132
C 1.139 1.904 5.517
C -2.602 1.097 -2.854



The following is a quantum chemistry calculation of C29H19ClN3O6Pd as an isolated structure, from OMol25.

Values from the calculation:
Net charge: +1
E_HOMO (eV): -10.985
2S+1: 1
Orbital gap (eV): 6.51

Positions of all 59 atoms, in Å:
H -1.978 2.536 2.567
C -1.790 -1.802 3.066
C -1.527 -4.165 2.649
C -2.108 0.712 -3.200
H 3.409 5.804 -1.457
C 3.277 -3.623 -1.579
C -1.915 -0.454 2.622
O 0.969 -1.313 1.860
C 1.096 -2.686 -1.833
C 2.112 2.982 -0.140
H -1.287 -4.966 1.964
C 2.099 -1.960 1.599
Cl -2.646 -3.755 6.459
C 3.302 -3.152 -0.274
C 2.960 4.821 -1.407
C -2.200 -3.390 4.831
C 2.667 4.148 -2.577
C 2.095 2.877 -2.546
C -1.850 1.218 0.898
C -1.652 -0.297 -2.334
C -1.465 -2.847 2.168
H -2.798 2.727 -3.329
O -1.172 -2.679 0.888
C -2.472 1.922 -2.683
C -1.974 1.063 -0.497
C -2.408 2.133 -1.285
O 1.066 0.169 -2.169
C -2.117 2.409 1.501
C 1.813 2.276 -1.310
H 2.882 4.606 -3.536
C -2.172 -2.097 4.391
H -2.530 0.218 3.218
H 2.916 4.760 0.742
H -3.041 4.198 -1.245
N -1.447 0.014 1.516
H -1.323 -1.247 -2.731
C 2.202 -2.463 0.187
O 2.949 -2.143 2.421
H 2.077 2.780 -4.441
O 1.795 2.234 -3.699
C -2.709 3.361 -0.645
C 2.155 -3.399 -2.363
H -1.914 -5.451 4.305
C -2.558 3.492 0.707
H -2.771 4.438 1.185
H 2.099 -3.758 -3.380
N -1.602 -0.143 -1.032
Pd -0.219 -1.039 0.370
H 4.138 -3.305 0.394
C -1.880 -4.430 3.949
C 1.201 0.913 -1.221
H -2.131 0.518 -4.262
H 1.898 2.510 0.807
H -2.438 -1.292 5.063
H 0.209 -2.465 -2.407
C 2.682 4.239 -0.176
N 1.136 -2.239 -0.583
O 0.764 0.648 -0.003
H 4.124 -4.162 -1.981



The following is a quantum chemistry calculation of C29H20Cl5N7O4SeTi as an isolated structure, from OMol25.

Values from the calculation:
Net charge: -2
E_HOMO (spin up / spin down) (eV): -0.469 / -2.758
2S+1: 3
Orbital gap (spin up / spin down) (eV): 4.68 / 6.97

Positions of all 67 atoms, in Å:
C 2.696 3.990 0.136
H 5.765 1.149 2.633
H -0.069 2.020 4.247
C -0.995 -2.135 1.997
H 3.602 3.385 0.063
C 1.613 3.227 0.821
H -0.752 -3.124 -2.662
C -1.844 -2.873 2.884
H -1.593 2.078 3.352
C 4.788 0.693 2.515
C 0.204 -2.682 -2.913
Cl -6.896 1.709 -2.079
C -4.580 0.448 -2.733
H 4.892 0.639 0.363
C 2.002 -2.285 -4.404
C -0.574 1.688 3.338
C -2.820 -0.166 -1.124
N 0.782 2.443 0.126
C 1.938 -1.285 -2.204
O 0.506 1.085 -4.499
Cl -5.905 1.544 0.872
C 4.022 0.396 3.663
N 0.708 -1.849 -1.982
O 0.632 3.073 -2.636
Cl -3.184 0.209 1.531
N -1.310 -2.113 0.663
C 1.025 -0.991 1.812
C -5.364 0.984 -1.716
C -2.352 -2.855 0.226
C 2.272 -0.442 2.276
C 2.773 -0.178 3.554
H 0.327 -3.627 -4.815
Se -0.242 1.857 -3.295
H 1.722 3.549 3.006
C 1.256 3.091 2.149
C -3.164 -3.606 1.027
Cl -2.415 -0.802 -3.717
H 4.423 0.630 4.643
C 0.803 -2.960 -4.111
C -3.353 -0.118 -2.407
C 4.311 0.416 1.250
C 2.558 -1.467 -3.470
Cl -5.152 0.502 -4.367
H 2.478 -2.408 -5.370
O -1.788 2.235 -3.569
H 3.474 -0.922 -3.645
H -0.624 0.599 3.354
C 3.039 -0.146 1.128
N 0.052 -1.520 2.562
N 1.038 -0.956 0.454
C 2.250 -0.542 -0.018
O -0.268 0.741 -1.958
H -1.592 -2.833 3.935
H 2.937 4.898 0.691
H 2.176 -0.406 4.429
H -3.987 -4.162 0.602
H -3.533 -4.136 3.102
C -4.910 0.917 -0.405
C -3.666 0.341 -0.150
H 2.389 4.256 -0.876
C 0.179 2.183 2.144
C -2.900 -3.586 2.414
N 2.650 -0.600 -1.283
H -2.534 -2.807 -0.842
Ti -0.559 -0.581 -0.711
N -0.104 1.794 0.903
H 0.747 2.392 -0.899



The following is a quantum chemistry calculation of C29H20Cl6PYb as an isolated structure, from OMol25.

Values from the calculation:
E_HOMO (spin up / spin down) (eV): -7.832 / -7.832
2S+1: 2
Orbital gap (spin up / spin down) (eV): 7.25 / 7.02

Positions of all 57 atoms, in Å:
C 0.355 1.419 -2.208
C -4.216 -1.617 -2.782
C -3.855 -0.276 -2.949
C 1.109 -2.074 -3.541
H 4.094 -3.728 -3.619
H 1.883 3.170 -4.698
H 2.144 -3.463 3.251
H 1.395 -2.530 0.837
C -0.294 3.774 4.579
H -1.191 -2.900 -1.871
C 0.020 2.492 -1.350
C 2.117 -2.932 -3.984
C 0.986 4.045 -2.935
H 1.954 -3.529 -4.883
H -0.951 -1.241 1.104
C 1.306 -1.317 -2.372
H -0.465 2.288 -0.393
C -0.771 -1.796 3.281
H -3.519 -3.614 -2.328
Yb 1.286 -0.313 3.200
H 2.698 -0.814 -0.770
C 3.535 -2.250 -2.140
C 3.322 -3.036 -3.282
Cl 0.147 5.245 3.835
C -0.964 1.300 5.776
Cl -1.377 -0.224 6.458
H -2.263 1.182 -2.854
H 4.479 -2.305 -1.598
H 0.025 4.627 -1.085
H 1.243 5.069 -3.218
C -2.540 0.134 -2.731
Cl 3.248 -0.037 1.723
H 0.175 -1.998 -4.097
Cl 0.983 2.477 2.498
C -3.246 -2.563 -2.428
H 0.179 -2.832 5.021
C -0.199 1.347 4.638
P 0.019 -0.271 -1.639
H -1.711 -1.449 3.707
C 0.240 -2.515 3.982
H 1.288 0.842 -4.078
C 1.342 2.982 -3.771
H -4.609 0.461 -3.233
C -1.934 -2.165 -2.185
C 1.018 1.669 -3.421
C -1.049 3.759 5.780
C 2.535 -1.402 -1.679
H -5.255 -1.927 -2.929
C 0.865 -2.373 1.775
C -1.574 -0.804 -2.313
C -0.378 -1.690 1.920
C -1.415 2.521 6.372
Cl -2.386 2.495 7.775
Cl -1.495 5.228 6.520
C 1.252 -2.869 3.048
C 0.100 2.533 4.015
C 0.315 3.798 -1.731



no.,calculated total energy (eV)
1,-308709.9775
2,-169922.3365
3,-159485.4209
4,-138568.8562
5,-154281.4251
6,-63133.1401
7,-200095.3545
8,-146351.8831